Computed, not measured: C28H54P2SiTi as an isolated structure at a distorted geometry, with ωB97M-V with the def2-TZVPD basis set.

Structure (XYZ):
```
86
C28H54P2SiTi, DFT ωB97M-V with the def2-TZVPD basis set
Ti -0.792 -0.111 -4.041
C -0.689 -2.160 0.089
C 0.652 -2.044 -0.395
C 0.500 -0.819 1.553
C -0.776 -1.416 1.310
C 1.364 -1.156 0.472
C -1.792 -2.906 -0.541
H -1.444 -3.448 -1.424
H -2.609 -2.248 -0.872
H -2.238 -3.628 0.154
C -1.918 -1.392 2.231
H -2.679 -2.122 1.917
H -2.395 -0.400 2.287
H -1.588 -1.653 3.252
C 0.889 -0.119 2.788
H 0.619 -0.726 3.668
H 0.398 0.859 2.898
H 1.973 0.042 2.814
C 2.773 -0.736 0.334
H 3.426 -1.306 1.014
H 2.892 0.328 0.576
H 3.135 -0.893 -0.688
C 1.242 -2.813 -1.496
H 1.694 -3.761 -1.130
H 2.044 -2.243 -1.995
H 0.483 -3.083 -2.246
C -1.791 0.734 -5.513
C -2.196 -0.605 -5.256
C -1.416 -1.809 -5.698
C 0.152 -1.805 -5.689
C 0.889 -0.996 -4.674
C 1.075 0.408 -4.742
C 0.759 1.251 -5.931
C -0.670 1.139 -6.498
H -1.684 -2.041 -6.755
H 0.504 -1.591 -6.699
H -1.697 -2.692 -5.097
H -0.677 0.467 -7.377
H -2.443 1.570 -5.231
H -3.168 -0.799 -4.737
H -0.928 2.162 -6.869
H 0.996 2.295 -5.703
H 1.840 0.829 -4.079
H 1.444 1.019 -6.754
H 0.494 -2.848 -5.532
H 1.478 -1.551 -3.935
P -1.892 1.785 -2.188
P 1.873 2.165 -1.660
C -0.724 2.942 -3.160
C 0.744 3.276 -2.719
H -1.293 3.890 -3.179
H -0.739 2.601 -4.220
H 1.315 3.442 -3.645
H 0.714 4.244 -2.183
C 2.534 3.382 -0.484
H 3.072 2.802 0.291
H 1.737 3.971 -0.003
H 3.255 4.046 -0.997
C 3.454 1.924 -2.578
H 3.887 2.898 -2.860
H 3.368 1.295 -3.476
H 4.138 1.410 -1.891
C -3.602 2.313 -2.709
H -4.384 1.602 -2.425
H -3.628 2.310 -3.807
H -3.972 3.306 -2.423
C -2.331 -0.067 -1.966
H -1.779 -0.413 -1.091
H -2.155 -0.778 -2.857
H -3.388 -0.094 -1.691
C -2.678 4.330 0.057
Si -2.408 2.573 0.627
C -1.696 2.520 2.347
C -3.859 1.366 0.544
C -1.075 1.975 -0.559
H -3.234 4.832 0.861
H -3.227 4.447 -0.879
H -1.704 4.838 -0.047
H -2.130 3.357 2.910
H -1.924 1.600 2.892
H -0.608 2.656 2.333
H -4.584 1.574 -0.250
H -3.573 0.308 0.454
H -4.400 1.456 1.495
H -0.639 1.000 -0.251
H -0.267 2.719 -0.675
```

Properties
**<S²>**: 0.756
**Charge**: +1
**Energy above the lowest of the compared OMol25 structures with the same formula, charge and spin**: 0.0 kcal/mol
**2S+1**: 2